1.
Computed, not measured: a 2-piece molecular cluster, C7H17NO2 overall, with wB97M-V/def2-TZVPD.

```
! wB97M-V def2-TZVPD RIJCOSX def2/J DEFGRID3
* xyz 0 1
C -0.123 0.167 -2.229
C 1.340 0.294 -1.796
N -0.295 -1.062 -2.963
C -1.076 0.162 -1.006
O -0.486 1.266 -3.057
O -0.918 1.399 -0.329
H -0.615 2.028 -2.479
H 0.336 -1.058 -3.759
H -1.235 -1.097 -3.342
H -2.103 0.129 -1.407
H 1.442 1.092 -1.066
H 1.676 -0.646 -1.370
H 1.951 0.527 -2.664
C 0.747 0.497 2.769
C -0.406 1.137 2.842
C -0.850 -1.040 -0.105
C 0.944 -0.938 3.126
H 1.636 1.019 2.448
H 1.422 -1.466 2.292
H -0.497 2.187 2.620
H -0.788 1.211 0.625
H -1.308 0.638 3.166
H -0.856 -1.943 -0.707
H -1.637 -1.104 0.644
H 0.108 -0.956 0.398
H -0.001 -1.428 3.357
H 1.593 -1.014 3.991
*
```

Computed properties:
LUMO (eV): 0.9
HOMO-LUMO gap (eV): 10.54
SMILES: C[C@@H](O)[C@@](C)(N)O.C=CC
ΔE to the lowest compared entry with this formula, charge and spin (kJ/mol): 128.00

2.
Computed, not measured: one molecule with the formula C8H13NO in a non-equilibrium geometry, with wB97M-V/def2-TZVPD.

```
! wB97M-V def2-TZVPD RIJCOSX def2/J DEFGRID3
* xyz 0 1
C -3.029 0.841 0.300
C -2.060 -0.317 0.512
C -0.788 -0.172 -0.309
C 0.222 0.961 0.053
C 1.337 -0.088 0.166
C 0.978 -1.115 1.203
C 0.325 -1.206 -0.133
C 2.703 0.038 -0.352
N 3.637 -0.795 -0.437
H -2.569 1.798 0.588
H -3.327 0.917 -0.756
H -3.941 0.713 0.900
H -1.804 -0.394 1.580
H -2.548 -1.267 0.239
H -1.048 -0.094 -1.374
H 0.341 1.690 -0.759
H 0.025 1.510 0.986
H 1.757 -1.853 1.391
H 0.417 -0.786 2.082
H 0.494 -2.064 -0.784
O 2.802 0.747 -1.776
H 2.103 1.410 -1.775
H 3.973 -0.473 -1.544
*
```

Computed properties:
LUMO (eV): 0.7
HOMO-LUMO gap (eV): 10.36
SMILES: [H]/N=C(\O)[C@@]12C[C@H](CC)[C@@H]1C2
ΔE to the lowest compared entry with this formula, charge and spin (kJ/mol): 343.29

3.
Computed, not measured: C12H30F12N2O4P2Sr as an isolated structure in a non-equilibrium geometry, with wB97M-V/def2-TZVPD.

```
! wB97M-V def2-TZVPD RIJCOSX def2/J DEFGRID3
* xyz 0 1
Sr -0.066 0.061 -0.253
P -1.571 -0.192 -3.246
F -2.010 -1.470 -4.082
F -0.404 -1.103 -2.480
F -0.530 0.238 -4.362
F -1.081 1.114 -2.359
F -2.735 0.685 -3.860
F -2.529 -0.665 -2.009
P 0.932 -0.497 3.595
F 1.859 -1.644 2.926
F 0.186 -0.337 2.122
F -0.165 -1.618 3.979
F -0.035 0.662 4.151
F 1.662 -0.645 4.989
F 1.994 0.631 3.106
C 2.486 0.126 -2.727
O 1.614 0.854 -1.871
C 2.073 2.173 -1.602
C 1.006 2.930 -0.824
N 0.835 2.392 0.534
C -0.224 3.011 1.369
C -1.565 3.117 0.710
O -1.919 1.861 0.173
C -3.184 1.924 -0.471
H 3.509 0.128 -2.342
H 2.475 0.556 -3.732
H 2.120 -0.894 -2.792
H 2.323 2.668 -2.542
H 2.952 2.140 -0.940
H 0.072 2.908 -1.385
H 1.323 3.986 -0.801
H 1.694 2.515 1.060
H 0.116 3.991 1.733
H -0.294 2.401 2.275
H -1.576 3.864 -0.096
H -2.309 3.421 1.455
H -3.098 2.455 -1.423
H -3.908 2.435 0.171
H -3.507 0.907 -0.664
C -2.945 -0.377 2.016
O -2.204 -0.908 0.939
C -2.374 -2.312 0.891
C -1.369 -3.002 -0.026
N -0.016 -2.471 0.245
C 0.969 -3.131 -0.620
C 2.368 -2.623 -0.285
O 2.289 -1.246 0.032
C 3.513 -0.702 0.464
H -2.521 -0.687 2.979
H -3.990 -0.717 1.990
H -2.923 0.706 1.963
H -3.388 -2.547 0.539
H -2.266 -2.721 1.902
H -1.591 -2.897 -1.083
H -1.423 -4.048 0.308
H 0.266 -2.667 1.204
H 0.763 -2.935 -1.671
H 0.970 -4.218 -0.460
H 3.042 -2.780 -1.138
H 2.791 -3.159 0.574
H 3.912 -1.262 1.315
H 3.333 0.328 0.766
H 4.270 -0.712 -0.334
*
```

Computed properties:
LUMO (eV): 0.2
HOMO-LUMO gap (eV): 10.35
ΔE to the lowest compared entry with this formula, charge and spin (kJ/mol): 0.00

4.
Computed, not measured: C37H29BrClF5O4OsSi as an isolated structure, with wB97M-V/def2-TZVPD.

```
! wB97M-V def2-TZVPD RIJCOSX def2/J DEFGRID3
* xyz -2 5
Os -0.133 -0.698 -0.775
C 1.723 -1.744 -3.656
C 1.146 -0.318 -3.650
C 0.736 0.012 -5.098
C -0.062 -0.258 -2.753
C 2.189 0.698 -3.174
C 3.341 0.338 -2.485
C 4.246 1.295 -2.044
C 4.031 2.637 -2.303
C 2.878 3.018 -2.979
C 1.967 2.061 -3.389
H 0.973 -2.430 -4.048
H 1.971 -2.080 -2.649
H 2.620 -1.810 -4.277
H 0.081 -0.776 -5.469
H 1.608 0.079 -5.756
H 0.187 0.950 -5.155
H -1.016 -0.114 -3.272
H 3.515 -0.691 -2.224
H 5.097 0.979 -1.455
H 4.734 3.384 -1.952
H 2.672 4.065 -3.158
H 1.045 2.378 -3.853
C 2.906 3.184 2.389
C 1.733 2.661 2.913
C 0.720 2.248 2.063
C 0.836 2.353 0.676
C 2.025 2.880 0.174
C 3.049 3.289 1.014
Si -0.534 1.705 -0.474
C -2.145 2.257 0.387
C -3.286 1.460 0.368
C -4.461 1.859 0.990
C -4.523 3.077 1.646
C -3.402 3.896 1.667
C -2.234 3.485 1.047
H 3.708 3.492 3.046
H 1.616 2.556 3.985
H -0.184 1.828 2.486
H 2.168 2.943 -0.897
H 3.968 3.671 0.590
H -0.472 2.633 -1.650
H -3.253 0.492 -0.123
H -5.320 1.203 0.975
H -5.434 3.385 2.147
H -3.437 4.852 2.176
H -1.366 4.131 1.085
F 1.055 -3.615 0.176
C 0.049 -3.831 -0.714
C -0.628 -2.766 -1.282
C -1.654 -3.138 -2.139
F -2.445 -2.207 -2.729
C -1.974 -4.456 -2.442
F -2.993 -4.761 -3.287
C -1.246 -5.484 -1.865
F -1.540 -6.783 -2.150
C -0.221 -5.167 -0.987
F 0.490 -6.167 -0.409
Br -3.437 -1.664 7.549
C -2.957 -1.579 5.704
C -1.841 -0.848 5.331
C -1.500 -0.798 3.988
C -2.274 -1.452 3.035
C -3.393 -2.175 3.439
C -3.739 -2.252 4.777
C -1.944 -1.359 1.549
O -2.828 -1.611 0.735
O -0.746 -0.993 1.320
H -1.248 -0.334 6.073
H -0.625 -0.257 3.661
H -3.988 -2.662 2.681
H -4.600 -2.819 5.097
Cl 3.493 -1.731 3.119
C 2.302 -1.076 1.944
C 2.833 -0.970 0.522
O 4.014 -1.012 0.259
O 1.904 -0.773 -0.340
H 2.042 -0.072 2.289
H 1.412 -1.701 1.991
*
```

Computed properties:
LUMO (spin up / spin down) (eV): 3.6 / 3.6
HOMO-LUMO gap (spin up / spin down) (eV): 4.29 / 6.05
ΔE to the lowest compared entry with this formula, charge and spin (kJ/mol): 0.00

5.
Computed, not measured: a 2-piece molecular cluster, C2Br2F2O overall in a non-equilibrium geometry, with wB97M-V/def2-TZVPD.

```
! wB97M-V def2-TZVPD RIJCOSX def2/J DEFGRID3
* xyz 0 1
C 0.187 -0.512 1.131
C -0.188 0.371 -0.746
O -0.079 -1.693 1.137
F 0.004 1.647 -0.919
F -1.492 0.047 -0.942
Br 0.597 0.749 2.284
Br 0.972 -0.610 -1.944
*
```

Computed properties:
LUMO (eV): -0.1
HOMO-LUMO gap (eV): 9.51
ΔE to the lowest compared entry with this formula, charge and spin (kJ/mol): 169.61

6.
Computed, not measured: C31H39CuN2O4PS as an isolated structure, with wB97M-V/def2-TZVPD.

```
! wB97M-V def2-TZVPD RIJCOSX def2/J DEFGRID3
* xyz 2 2
Cu 0.212 -0.632 -0.587
C 2.627 -2.210 0.986
O 2.166 -1.759 -0.299
C 2.587 -2.623 -1.356
C 2.002 -2.104 -2.641
O 0.603 -1.839 -2.499
C -0.260 -2.977 -2.488
C -0.527 -3.470 -1.086
O -0.889 -2.349 -0.261
C -1.128 -2.741 1.115
H 3.708 -2.344 0.968
H 2.153 -3.158 1.250
H 2.364 -1.449 1.716
H 2.265 -3.645 -1.142
H 3.676 -2.626 -1.430
H 2.187 -2.815 -3.448
H 2.454 -1.151 -2.909
H 0.158 -3.788 -3.087
H -1.189 -2.659 -2.947
H 0.337 -3.968 -0.645
H -1.357 -4.178 -1.105
H -2.005 -3.382 1.153
H -1.296 -1.835 1.685
H -0.263 -3.280 1.505
N -0.902 1.858 -2.054
P -1.806 0.447 -1.671
C -3.050 0.485 -2.990
C -3.946 1.557 -3.052
C -4.886 1.612 -4.068
C -4.953 0.591 -5.013
C -4.075 -0.479 -4.947
C -3.120 -0.530 -3.940
C -2.789 0.934 -0.215
C -2.722 2.199 0.360
C -3.527 2.510 1.452
C -4.389 1.556 1.977
C -4.447 0.286 1.413
C -3.647 -0.025 0.321
C 0.435 2.017 -1.800
C 1.092 3.190 -2.196
C 2.420 3.350 -1.907
C 3.107 2.347 -1.215
C 2.418 1.223 -0.863
N 1.100 1.039 -1.155
H -1.323 2.557 -2.645
H -3.930 2.336 -2.298
H -5.579 2.443 -4.115
H -5.697 0.633 -5.799
H -4.128 -1.273 -5.682
H -2.427 -1.360 -3.908
H -2.047 2.947 -0.044
H -3.489 3.503 1.887
H -5.022 1.804 2.821
H -5.124 -0.456 1.818
H -3.706 -1.014 -0.129
H 0.536 3.955 -2.722
H 2.932 4.255 -2.212
H 4.155 2.443 -0.966
H 2.900 0.410 -0.337
C 5.504 -0.043 4.900
C 4.212 0.318 4.215
C 4.138 1.391 3.334
C 2.947 1.714 2.693
C 1.815 0.961 2.949
C 1.857 -0.124 3.827
C 3.050 -0.435 4.451
S 0.341 1.335 2.041
C -0.869 1.555 3.352
O -0.096 0.030 1.362
H 6.282 0.695 4.711
H 5.863 -1.012 4.549
H 5.363 -0.125 5.979
H 5.022 1.993 3.154
H 2.900 2.561 2.015
H 0.971 -0.724 4.012
H 3.088 -1.265 5.150
H -0.465 1.238 4.307
H -1.735 0.960 3.060
H -1.138 2.611 3.384
*
```

Computed properties:
LUMO (spin up / spin down) (eV): -4.8 / -6.8
HOMO-LUMO gap (spin up / spin down) (eV): 9.03 / 7.03
ΔE to the lowest compared entry with this formula, charge and spin (kJ/mol): 5.87